Here is a molecular structure, C57H85N2NaP3S2SbSe2Si3 from the OMol25 dataset. Energies are from ωB97M-V/def2-TZVPD.

```
156
Properties=species:S:1:pos:R:3:forces:R:3:lowdin_charge:R:1
H 0.95060 1.65604 0.22456 -0.02 0.01 0.01 0.062
C -1.45931 -5.93296 0.95655 -0.02 0.01 0.01 -0.100
H -2.28839 3.68064 0.03871 0.02 0.00 0.02 0.039
H 3.51792 4.20308 -4.00695 0.00 -0.01 0.00 0.098
H 0.50122 3.21719 -5.33506 0.00 -0.01 0.01 0.071
C 4.48364 -0.61392 0.58515 0.02 0.03 -0.02 -0.241
H 5.98824 4.18500 -3.77740 0.00 0.00 0.00 0.089
C 5.36001 0.88636 -3.29841 0.02 0.01 0.00 -0.113
C -5.79442 -3.96215 1.46387 -0.01 0.01 -0.01 -0.090
H 4.73972 -1.29085 5.48333 -0.02 0.01 0.01 -0.001
H 2.54285 -1.84633 6.49009 -0.01 0.00 0.00 0.003
H 3.33088 -3.11970 5.55207 0.00 0.00 -0.01 0.008
H 3.66766 0.14845 -5.96686 0.00 -0.01 0.00 0.103
Se -1.36207 -2.21355 1.51896 0.04 -0.06 -0.01 0.339
H -0.96015 0.13791 -3.86960 -0.03 0.05 0.02 0.052
C 4.06163 2.13320 3.57313 0.01 0.01 0.01 -0.225
C 2.04272 -0.53039 -7.19303 0.00 0.04 0.00 -0.103
C 1.76695 3.47645 -0.53165 -0.01 0.00 -0.02 -0.097
H -3.81185 3.89966 -4.94283 0.04 0.02 0.00 0.047
H 7.16003 2.05590 -3.31533 0.00 0.00 0.00 0.092
C 0.81617 -1.17981 -7.22330 -0.04 -0.04 0.04 -0.107
H -0.18242 4.39014 -4.21093 -0.01 0.00 0.02 0.061
H 5.70554 -0.34378 4.34914 -0.01 0.00 -0.01 0.015
H -3.80538 4.10782 -0.73738 0.00 -0.02 0.00 0.077
H 5.07228 -0.00850 1.28060 0.01 -0.01 0.00 0.007
H -5.12567 0.61848 -3.80661 0.00 0.00 0.00 0.077
C -5.16527 1.06051 1.39414 -0.02 -0.02 0.02 -0.088
H -1.57618 0.98953 -5.29700 -0.02 -0.01 -0.01 0.069
H 0.51114 -4.06704 2.65458 0.00 0.01 0.02 -0.033
H 0.15565 0.77000 -5.06727 -0.18 0.26 0.09 0.059
H -1.09682 1.46320 5.37125 -0.01 -0.01 0.01 0.100
H -6.16709 -5.83371 -1.33282 0.00 0.00 0.00 0.092
H -3.17116 2.52309 2.45576 0.01 -0.02 -0.02 0.116
H -0.78572 -2.83560 5.99985 -0.01 0.01 0.00 0.023
C 4.62197 -2.90193 2.56321 0.04 0.00 -0.01 -0.219
Na -1.32694 0.04437 -0.31749 0.30 -0.09 -0.21 -0.088
C 4.93819 -0.28200 5.12389 0.01 -0.02 0.00 -0.230
H 0.46888 -1.81106 -3.91037 0.00 -0.02 0.01 0.042
C -0.80621 2.71923 3.69631 0.01 0.03 0.04 -0.179
H -2.09189 1.02550 4.00441 0.01 0.02 0.00 0.105
H 0.29345 -1.31066 -8.16383 0.00 0.00 0.00 0.090
C 5.42633 3.26302 -3.68246 -0.03 0.01 0.00 -0.110
C 1.04144 -4.14789 3.60414 -0.02 -0.02 -0.01 -0.238
H 4.70897 1.85285 2.73909 0.00 -0.01 0.00 0.013
C -0.78326 0.97638 -4.54646 0.06 0.22 -0.01 -0.128
H -0.44700 -1.10610 5.78686 0.01 0.00 0.01 0.009
H 2.01026 0.40824 6.54696 0.00 0.00 0.00 0.008
H -1.28295 -2.00398 4.51389 0.01 0.00 0.00 -0.015
H -3.90936 0.26759 -2.56968 0.00 0.03 -0.02 0.024
S 1.58290 -0.22257 -1.83706 0.08 0.03 0.08 0.291
C -0.38841 3.46001 -4.74369 0.00 -0.01 -0.02 -0.113
H 2.03297 -4.56675 3.41879 0.01 0.00 -0.01 0.015
H -0.70055 -2.16031 -6.05215 0.00 0.01 -0.01 0.107
H 3.04450 -3.14035 -0.55693 0.00 -0.03 0.01 -0.017
N -3.53684 0.13284 0.07580 -0.49 0.05 0.14 0.014
C 0.25902 -1.65685 -6.04264 0.09 -0.15 -0.07 -0.097
C 3.32564 2.09651 -3.67318 0.04 -0.02 -0.02 -0.118
C -2.74084 4.35496 -0.68536 0.00 -0.01 -0.02 -0.127
H -3.08981 2.43282 -5.59875 0.00 -0.03 0.00 0.053
P -2.10079 2.43346 -2.57658 0.14 -0.06 -0.06 1.116
H 5.31622 -2.27286 3.12283 0.00 -0.01 0.00 0.002
C -3.69944 2.22564 -3.51671 -0.04 -0.01 0.04 -0.529
C 0.43619 -7.27598 0.33464 -0.01 0.00 0.01 -0.108
H -7.42471 -5.11433 0.67773 0.00 0.00 0.00 0.089
H -2.27124 5.24202 -4.00499 0.02 -0.01 -0.02 0.046
C -2.68202 5.27832 -2.99846 0.00 0.02 0.01 -0.132
C 2.70904 -0.35723 -5.98643 -0.01 0.02 0.01 -0.093
Si 3.40893 0.61296 4.47051 -0.07 0.09 -0.04 0.257
H -4.00418 -2.87345 1.98299 0.01 -0.01 0.01 0.054
H 1.53735 4.54335 -0.61503 0.00 0.00 0.00 0.075
Si 3.44560 -1.86933 1.50515 -0.05 0.00 0.01 0.269
H -6.81576 -0.11728 0.47585 0.00 0.01 0.00 0.068
Si 1.15315 -2.49355 4.48310 0.01 0.07 -0.03 0.250
H 2.48165 -0.15423 -8.11018 0.00 0.00 0.01 0.090
C -5.77008 0.14831 0.53358 0.01 0.00 0.01 -0.125
C -3.77301 -3.94978 0.15656 0.01 -0.02 -0.01 -0.411
H -1.01351 4.44750 -1.93912 0.02 -0.03 -0.01 0.092
H 3.05710 1.83619 6.61641 -0.01 0.01 0.00 0.024
Se -1.88921 -2.64456 -2.13563 -0.04 0.10 0.08 0.244
C 0.02031 3.65354 4.32355 -0.02 0.00 0.01 -0.083
C 2.49781 -3.01954 0.38272 -0.01 0.00 0.00 -0.246
C -3.78856 1.01580 1.09558 -0.01 0.12 -0.06 -0.345
H 5.85526 -0.05695 -3.10102 0.00 0.00 0.01 0.051
H 1.51076 -2.62344 0.13812 0.02 0.01 -0.01 -0.017
C -4.48157 -3.54336 1.27783 -0.01 0.04 -0.02 -0.116
H -3.84464 -5.05112 -1.67917 0.00 -0.01 0.00 0.088
H 2.36428 -3.99555 0.85678 -0.01 0.00 0.01 0.019
H -0.08415 3.80230 5.39466 0.01 0.00 0.00 0.106
H -2.50000 6.28050 -2.59593 -0.01 0.00 0.01 0.072
H -4.82339 2.51018 -5.33427 -0.01 0.02 0.01 0.071
C 4.04073 3.27370 -3.81183 0.03 0.02 -0.02 -0.093
H -3.47545 1.99377 5.83457 0.01 0.00 0.00 0.068
P -2.04352 -3.41060 -0.13458 0.05 0.00 0.03 0.118
H -4.41529 2.72517 -2.84954 -0.01 -0.01 -0.01 0.100
C -2.87481 2.64809 5.19912 0.00 0.01 0.02 -0.097
C -2.78406 1.77132 1.75706 0.00 0.01 0.02 -0.123
C -0.67479 2.52480 2.31267 0.01 -0.10 0.02 -0.206
H 0.15717 2.20451 -3.10678 -0.01 -0.01 0.01 0.047
C 2.42589 1.22963 5.95850 0.00 -0.02 0.03 -0.231
H 5.34407 0.30650 5.95402 0.04 -0.02 -0.01 0.022
C -4.39071 -4.77049 -0.78600 0.02 -0.02 0.01 -0.111
H 0.26855 -4.45981 -1.54904 0.00 0.00 0.00 0.069
C -1.71425 1.87925 4.56733 0.00 -0.03 0.02 -0.208
H 2.73158 3.37560 -0.02863 0.00 0.00 0.01 0.077
H -3.53160 3.07279 4.43851 -0.01 0.00 0.01 0.059
H 5.20555 -3.55528 1.90581 0.01 0.01 0.00 0.029
H 1.97566 4.56955 1.73782 -0.01 0.00 0.00 0.097
H 1.59470 1.84812 5.61295 0.01 0.00 -0.01 -0.001
Sb 1.75415 -0.54896 2.91354 0.03 -0.12 0.03 0.864
C 1.17577 4.07463 2.27433 -0.05 0.01 -0.01 -0.072
H 1.61326 5.07535 4.12985 0.00 0.01 0.00 0.094
C -1.11877 -4.99044 -0.01105 0.00 0.02 -0.03 -0.400
H -4.80058 -1.13199 -1.02723 0.00 0.00 0.01 0.087
C 0.97992 4.35641 3.62355 0.00 0.00 0.00 -0.109
C 3.97790 0.89151 -3.41707 -0.01 0.01 -0.01 -0.383
C -2.08238 4.23017 -2.06185 0.00 0.04 0.02 -0.554
H 2.24565 2.10378 -3.74457 -0.07 0.00 -0.02 0.075
H 5.15859 -1.12865 -0.10398 0.02 0.00 -0.01 0.013
S 4.21506 -2.18616 -2.97722 -0.01 0.01 0.04 0.156
C -3.85492 2.81278 -4.92207 -0.01 0.01 0.01 -0.119
H -2.65082 5.37883 -0.30899 -0.02 0.01 0.00 0.075
C 0.78153 -6.33652 -0.62576 0.00 0.00 0.00 -0.089
C -4.72325 -0.38357 -0.24733 0.00 -0.03 0.04 -0.222
H -3.47664 0.19465 -4.27368 0.01 0.00 0.00 0.064
C 6.08165 2.06978 -3.42360 0.00 -0.02 0.00 -0.099
C 2.14716 -0.81898 -4.80101 0.01 -0.10 0.01 -0.394
H 4.63946 2.76262 4.25869 0.01 0.00 -0.01 0.027
H -2.32397 -5.76529 1.58869 0.00 0.00 0.00 0.106
H 1.94758 -3.50966 6.58324 0.02 0.00 0.01 0.024
N -1.50715 1.66857 1.57829 -0.01 -0.04 -0.17 0.089
H -6.34630 -3.62114 2.33138 0.00 0.00 0.00 0.097
C 0.67069 2.71614 0.19764 -0.01 0.02 0.04 -0.214
H 1.89366 3.06696 -1.53525 -0.02 0.00 0.05 0.038
H 3.85103 0.04312 -0.01562 -0.01 0.00 0.02 -0.012
H -0.96228 -7.80040 1.88042 0.00 0.00 0.00 0.092
P 2.98767 -0.64300 -3.18193 -0.02 0.00 -0.04 0.021
C -6.39965 -4.79233 0.53431 0.00 0.00 0.01 -0.110
C 0.38753 3.14516 1.61651 0.05 0.02 -0.03 -0.159
C -4.07190 0.73793 -3.53727 0.03 -0.02 -0.02 -0.132
H 0.48871 -4.84880 4.23924 0.02 -0.02 0.00 0.031
H -5.63122 1.66799 2.15859 0.00 0.00 -0.01 0.081
C -0.69524 2.30468 -3.79157 -0.04 0.04 -0.02 -0.544
H -2.50896 3.47431 5.81347 0.00 0.00 -0.01 0.063
H 1.66522 -6.47724 -1.23618 0.00 0.00 0.00 0.102
H -0.25627 2.75316 -0.37824 -0.02 0.01 -0.05 0.063
C -0.68973 -7.07316 1.12449 0.01 -0.01 0.00 -0.102
H 3.23761 2.72665 3.17378 0.02 -0.01 0.02 -0.002
C -5.69408 -5.19682 -0.59449 0.00 0.00 -0.01 -0.099
H -1.20328 3.64368 -5.44622 -0.01 0.00 0.00 0.059
H -3.76528 5.15284 -3.06710 0.00 -0.01 -0.01 0.069
C 2.36646 -2.75366 5.90991 0.00 -0.01 0.02 -0.237
H 4.08736 -3.53339 3.27456 -0.01 -0.02 -0.01 -0.003
C -0.49960 -2.06913 5.27188 -0.03 -0.01 0.01 -0.245
C 0.91890 -1.47377 -4.83792 0.19 -0.27 -0.06 -0.149
H 1.04559 -8.16127 0.47383 0.00 0.00 0.00 0.089
C 0.00385 -5.19970 -0.80268 0.00 -0.01 0.00 -0.118
```
Forces are in eV/Å.

For the gap between HOMO and LUMO, the calculation gives 5.9 eV. For the total energy, the calculation gives -10227.2308 hartree. As for the charge: -2. The calculation puts the LUMO energy at 3.39 eV.